No. 1
Here is a molecular structure, C29H27DyIN6PS from OMol25. Energies are from wB97M-V/def2-TZVPD.

Summary:
**ΔE to the lowest compared entry with this formula, charge and spin**: 3.4 kcal/mol
**HOMO (alpha / beta)**: -13.29 / -13.29 eV
**Total charge**: +2
**Calculated total energy**: -3371.6695 a.u.
**Multiplicity**: 6

Last column: Löwdin spin population.
CARTESIAN COORDINATES (ANGSTROEM)
Dy -0.00492 0.16651 -1.59973  5.03
C -2.93866 -3.93453 -1.34660  0.00
C -1.89359 -2.86418 -1.47743  0.00
N -2.09946 -1.60337 -1.53449  -0.01
N -3.39285 -1.14980 -1.46224  0.00
C -3.70977 0.11839 -1.79189  0.00
N -5.00467 0.41713 -1.73617  0.00
S -2.58256 1.28939 -2.24845  -0.01
C -0.46927 -3.29668 -1.57500  0.00
C -0.11683 -4.61468 -1.38092  0.00
C 1.21794 -4.98898 -1.50597  0.00
C 2.15296 -4.03075 -1.82728  0.00
C 1.72106 -2.72346 -1.99485  0.00
N 0.44360 -2.35841 -1.87141  -0.01
H -3.96114 -3.59538 -1.47507  0.00
H -2.86726 -4.41167 -0.36613  0.00
H -2.76817 -4.70318 -2.10082  0.00
H -4.12945 -1.79739 -1.23497  0.00
H -5.72122 -0.25727 -1.51997  0.00
H -5.29507 1.34587 -1.99487  0.00
H -0.86119 -5.35868 -1.13517  0.00
H 1.50905 -6.02092 -1.35643  0.00
H 3.20115 -4.27139 -1.94378  0.00
H 2.42958 -1.93907 -2.21741  0.00
C 0.64425 -1.12314 5.65858  0.00
C 0.43708 0.18737 5.24475  0.00
C 0.32540 0.48327 3.89378  0.00
C 0.41447 -0.54246 2.95637  0.00
C 0.61159 -1.85881 3.37245  0.00
C 0.73141 -2.14666 4.72430  0.00
P 0.39093 -0.21309 1.18042  -0.01
C -0.49624 1.38240 0.96351  -0.01
C 0.12137 2.60464 0.69348  0.00
C -0.63492 3.76960 0.62922  0.00
C -2.00086 3.72508 0.86432  0.00
C -2.62506 2.51414 1.15261  0.00
C -1.88199 1.34997 1.17954  0.00
C 2.08348 0.17637 0.62060  0.00
C 3.16794 0.27500 1.48669  0.00
C 4.43854 0.47021 0.95808  0.00
C 4.61014 0.56046 -0.41853  0.00
C 3.51370 0.46696 -1.26811  0.01
C 2.22318 0.26825 -0.77809  0.03
H 0.73548 -1.34681 6.71389  0.00
H 0.36659 0.98271 5.97561  0.00
H 0.16772 1.50898 3.57797  0.00
H 0.67627 -2.65697 2.64112  0.00
H 0.88875 -3.16712 5.04858  0.00
H 1.19793 2.65229 0.58709  0.00
H -0.14608 4.71630 0.43291  0.00
H -2.58135 4.63961 0.84109  0.00
H -3.68830 2.48496 1.35859  0.00
H -2.36384 0.40491 1.41254  0.00
H 3.03058 0.19270 2.56000  0.00
H 5.29314 0.54662 1.61898  0.00
H 5.60145 0.70432 -0.83155  0.00
H 3.68826 0.55375 -2.33791  0.00
I 2.74434 6.04233 -2.11766  0.00
C 1.36261 4.56699 -2.48480  0.00
C 0.09114 4.70769 -2.99352  0.00
N -0.45250 3.48219 -3.02734  0.00
N 0.39357 2.53825 -2.57940  -0.01
C 1.50838 3.19664 -2.25485  0.00
H -0.44296 5.58063 -3.33441  0.00
H -1.36699 3.23015 -3.36476  0.00
H 2.36209 2.67184 -1.85905  0.00

Forces on the atoms, in the same order (eV/Å):
Dy -0.3 -0.1 -0.2
C 0.1 0.0 0.0
C 0.1 -0.2 0.0
N 0.1 0.4 0.0
N 0.2 0.1 0.0
C -0.1 0.0 -0.1
N 0.0 0.1 0.0
S 0.1 -0.1 0.0
C -0.2 0.1 0.0
C 0.0 -0.3 0.0
C -0.1 -0.1 0.0
C 0.1 0.0 0.0
C -0.1 0.0 0.0
N 0.2 0.6 -0.1
H 0.0 0.0 0.0
H 0.0 0.0 0.0
H 0.0 0.0 0.0
H 0.0 -0.1 0.0
H 0.0 0.0 0.0
H 0.0 0.0 0.0
H 0.1 0.0 0.0
H 0.0 0.0 0.0
H 0.0 0.0 0.0
H 0.0 0.0 0.0
C 0.0 0.0 0.0
C 0.0 0.0 0.0
C 0.0 0.1 0.1
C 0.0 -0.1 -0.1
C 0.0 0.0 0.0
C 0.0 0.0 0.0
P 0.1 0.2 -0.2
C 0.0 -0.1 0.3
C 0.0 0.0 0.1
C 0.0 0.0 0.0
C 0.0 0.0 0.0
C 0.0 0.0 0.0
C 0.0 0.0 0.0
C 0.1 -0.2 0.1
C 0.1 0.0 0.0
C 0.0 0.0 0.0
C 0.0 0.0 0.1
C 0.1 0.1 -0.1
C -0.4 0.0 0.1
H 0.0 0.0 0.0
H 0.0 0.0 0.0
H 0.0 -0.1 0.0
H 0.0 0.0 0.0
H 0.0 0.0 0.0
H 0.0 0.0 -0.1
H 0.0 0.0 0.0
H 0.0 0.0 0.0
H 0.0 0.0 0.0
H 0.0 0.0 0.0
H 0.0 0.0 -0.1
H 0.0 0.0 0.0
H 0.0 0.0 0.0
H 0.0 0.0 0.0
I 0.0 0.0 0.0
C 0.1 0.0 0.0
C -0.1 0.0 0.0
N -0.1 0.0 -0.1
N 0.1 -0.6 0.2
C 0.0 0.1 0.0
H 0.0 -0.1 0.0
H 0.0 0.0 0.0
H 0.0 0.0 0.0

No. 2
Here is a molecular structure, C29H27FN4O8Ru in a non-equilibrium geometry from OMol25. Energies are from wB97M-V/def2-TZVPD.

Summary:
**ΔE to the lowest compared entry with this formula, charge and spin**: 37.1 kcal/mol
**HOMO (alpha / beta)**: -9.74 / -9.62 eV
**Total charge**: +1
**Calculated total energy**: -2136.6830 a.u.
**Multiplicity**: 2

Last column: Löwdin spin population.
CARTESIAN COORDINATES (ANGSTROEM)
Ru -0.72926 0.19132 0.10405  0.80
O 1.82636 -2.52597 2.27663  0.00
C 1.49685 -1.58065 1.42613  0.00
O 0.40984 -1.03431 1.48589  0.00
C 2.61744 -1.24638 0.46837  0.00
O 2.16820 -0.53120 -0.63278  0.00
C 1.80718 -1.34345 -1.75125  0.00
C 0.50690 -2.13198 -1.51184  0.00
O 0.49531 -3.32640 -1.71204  0.02
O -0.50267 -1.41863 -1.09131  0.04
H 1.09135 -2.69228 2.88923  0.00
H 3.13028 -2.17363 0.20083  0.00
H 3.31335 -0.60827 1.01730  0.00
H 2.60118 -2.04835 -1.99820  0.00
H 1.64206 -0.65387 -2.57748  0.00
C -1.90701 7.01777 -3.13469  0.00
C -1.18479 5.93817 -3.92876  0.00
N -0.71182 4.83678 -3.07606  0.00
C -1.54364 3.80384 -2.85097  0.00
C -1.25427 2.71596 -2.08845  0.00
C -2.35180 1.69196 -1.94793  0.01
O -3.32455 1.76873 -2.66542  0.02
O -2.19904 0.81921 -1.00736  0.03
C 0.03220 2.60026 -1.50600  0.00
O 0.47866 1.62728 -0.87577  -0.01
C 0.92738 3.74187 -1.71421  0.00
C 2.18413 3.74710 -1.11877  0.00
C 3.01902 4.81510 -1.27070  0.00
F 4.23889 4.74395 -0.69272  0.00
C 2.64303 5.95822 -1.98834  0.00
C 1.38226 5.96160 -2.55608  0.00
C 0.52908 4.85694 -2.46501  0.00
N 3.44789 7.11990 -2.10969  0.00
C 4.71235 7.21630 -1.37200  0.00
C 5.26073 8.64373 -1.54915  0.00
N 4.09621 9.53936 -1.85379  0.00
C 3.58177 9.25741 -3.23973  0.00
C 3.58615 7.73377 -3.42802  0.00
H -2.24598 7.81101 -3.80200  0.00
H -1.25589 7.45591 -2.37466  0.00
H -2.77791 6.59855 -2.63003  0.00
H -0.33488 6.34633 -4.47169  0.00
H -1.85297 5.50667 -4.66991  0.00
H -2.51376 3.84923 -3.33374  0.00
H 2.49169 2.88743 -0.53619  0.00
H 1.04077 6.86499 -3.04135  0.00
H 5.46602 6.50369 -1.71290  0.00
H 4.51966 7.02383 -0.31940  0.00
H 5.95536 8.72235 -2.38199  0.00
H 5.76018 8.98796 -0.64804  0.00
H 4.32318 10.52496 -1.73310  0.00
H 3.35049 9.29204 -1.20004  0.00
H 4.22782 9.75890 -3.95710  0.00
H 2.58042 9.67631 -3.30902  0.00
H 4.51406 7.40910 -3.91319  0.00
H 2.77012 7.44663 -4.08057  0.00
N -3.45995 6.97591 6.87248  0.00
C -3.11532 6.18153 6.11570  0.00
C -2.68134 5.19072 5.16416  0.00
C -1.45702 4.54992 5.33683  0.00
C -1.04295 3.59617 4.42697  0.01
C -1.84476 3.26639 3.33102  0.01
C -3.07874 3.90447 3.17393  0.00
C -3.49260 4.86120 4.08053  0.00
C -1.41136 2.29851 2.36681  0.08
C -1.05694 1.49059 1.53319  -0.01
H -0.83838 4.81079 6.18530  0.00
H -0.09550 3.09047 4.55377  0.00
H -3.70505 3.63255 2.33507  0.00
H -4.44464 5.36110 3.96135  0.00

Forces on the atoms, in the same order (eV/Å):
Ru 0.1 0.7 -1.3
O 0.1 -0.1 0.1
C 0.1 -0.1 0.1
O 0.0 0.4 -0.2
C -0.2 0.0 -0.1
O 0.2 0.1 -0.2
C -0.3 0.0 0.1
C 0.0 0.3 0.2
O -0.1 0.0 0.0
O 0.2 -0.5 -0.2
H 0.0 0.0 0.0
H 0.0 0.0 0.0
H 0.1 -0.1 0.1
H 0.1 0.0 0.0
H 0.1 0.0 0.0
C 0.1 0.0 0.0
C -0.1 0.1 0.2
N -0.1 0.2 -0.1
C 0.0 0.1 -0.2
C -0.1 -0.1 0.1
C 0.3 0.3 0.1
O 0.0 0.0 0.0
O -0.3 -0.7 0.3
C -0.1 0.5 -0.4
O 0.0 -1.1 1.2
C -0.2 0.0 -0.1
C 0.1 -0.1 0.1
C 0.1 -0.2 0.1
F 0.0 0.0 0.0
C 0.0 0.1 0.0
C -0.1 0.1 -0.1
C 0.0 -0.1 0.0
N 0.2 0.0 0.0
C -0.2 0.1 0.0
C 0.0 -0.2 0.0
N 0.1 -0.1 0.0
C -0.1 -0.1 -0.1
C 0.1 0.0 0.1
H 0.0 0.0 0.0
H 0.0 0.0 0.0
H 0.0 0.0 0.0
H 0.0 -0.1 -0.1
H 0.0 -0.1 0.0
H 0.0 -0.1 0.0
H 0.0 0.0 0.0
H 0.0 0.0 0.0
H 0.0 0.0 0.0
H 0.0 0.0 0.0
H 0.0 0.1 0.0
H 0.0 0.1 0.0
H 0.0 0.0 0.0
H 0.0 0.1 0.0
H 0.0 0.0 0.1
H 0.0 0.0 0.1
H 0.0 0.0 0.0
H 0.0 0.0 0.0
N 0.0 -0.1 -0.1
C 0.0 0.0 0.0
C 0.0 0.0 0.1
C 0.0 0.0 0.0
C 0.0 0.0 0.0
C 0.0 -0.1 -0.1
C 0.0 0.0 0.0
C 0.0 0.0 0.0
C 0.0 0.3 0.3
C -0.1 0.1 0.0
H 0.0 0.0 0.0
H 0.0 0.0 0.0
H 0.0 0.0 0.0
H 0.0 0.0 0.0